Formula: C48H117N11O6
Source: the OMol25 dataset
Level of theory: ωB97M-V/def2-TZVPD

Properties
SMILES = CCN(CC)CC.CCN(CC)CC.CCN(CC)CC.CCN(CC)CC.CCN(CC)CC.CNC(C)=O.CNC(C)=O.CNC(C)=O.CNC(C)=O.CNC(C)=O.CNC(C)=O
2S+1 = 1
energy relative to the best compared isomer or geometry (same formula, charge and spin) = 14.4 kcal/mol
orbital gap = 8.5 eV
energy = -80352.00356 eV

Structure (XYZ):
```
182
Properties=species:S:1:pos:R:3:forces:R:3
C -0.16286 2.14187 -0.80837 0.2 0.0 0.2
C -0.59075 0.66593 -0.76902 0.1 1.0 0.2
N -0.31008 -0.00605 0.50030 0.4 -0.5 -0.2
C 1.13266 -0.17239 0.72067 -0.1 -0.9 0.3
C 1.79745 -1.22033 -0.17890 -0.1 -0.1 0.4
C -0.94039 0.50698 1.70311 -0.3 0.7 0.8
C -2.44325 0.68429 1.57039 -0.2 -0.2 -0.8
H 0.91779 2.23016 -0.92053 0.0 0.0 -0.1
H -0.42110 2.66097 0.11948 -0.2 0.0 0.0
H -0.61886 2.68371 -1.63682 0.0 -0.1 -0.1
H -1.65256 0.61018 -1.01077 0.3 0.0 0.3
H -0.03925 0.13875 -1.54838 -0.2 -0.2 -0.1
H 1.68994 0.76859 0.66569 -0.1 0.2 0.0
H 1.22584 -0.54201 1.74626 0.1 0.2 0.1
H 1.25250 -2.16757 -0.17301 -0.4 0.2 -0.3
H 1.94884 -0.85778 -1.19349 0.1 -0.3 -0.1
H 2.74601 -1.53567 0.26491 0.2 0.5 -0.2
H -0.48280 1.43606 2.08237 0.0 0.0 -0.5
H -0.76751 -0.18626 2.53515 0.1 -0.3 -0.3
H -2.98989 0.85932 2.49441 0.4 -0.1 0.1
H -2.84828 -0.23503 1.13547 -0.1 0.0 0.0
H -2.71045 1.50044 0.89412 0.1 0.0 0.0
C 5.62248 2.06244 -2.98950 -0.7 0.1 0.5
C 4.95761 1.81513 -1.60926 -0.6 -0.7 -0.7
N 5.16097 2.79419 -0.55411 0.1 -0.7 0.8
C 4.68923 4.13166 -0.91638 -0.1 -0.5 0.2
C 3.16981 4.17408 -1.08273 1.0 0.8 -0.6
C 6.54397 2.76485 -0.05921 0.1 0.7 -0.4
C 6.73123 3.52244 1.24769 -0.2 0.0 0.0
H 5.53550 1.17231 -3.61167 0.2 -0.1 0.2
H 6.66839 2.33396 -2.86200 0.0 0.0 -0.3
H 5.07122 2.82689 -3.53991 0.3 0.3 0.0
H 3.87842 1.69013 -1.74387 0.0 0.2 -0.2
H 5.24680 0.81426 -1.27684 0.3 0.2 0.4
H 4.91666 4.80724 -0.09446 0.4 0.0 -0.1
H 5.20389 4.45429 -1.83107 0.0 0.4 0.1
H 2.89561 3.89061 -2.09681 -0.5 -0.6 0.3
H 2.71919 3.62157 -0.26509 -0.4 -0.2 -0.3
H 2.89881 5.23057 -1.02864 -0.3 0.0 0.2
H 7.16424 3.18539 -0.86575 0.5 0.0 0.3
H 6.88170 1.74142 0.11341 -0.3 -0.2 -0.3
H 7.72940 3.38899 1.66466 0.1 0.0 -0.2
H 6.03556 3.13410 1.99455 -0.1 0.1 0.0
H 6.55651 4.59031 1.12944 0.0 0.0 0.1
C 2.45525 -4.13340 2.64360 0.1 0.2 1.1
C 3.45193 -5.28239 2.50213 -0.8 0.4 -0.3
N 3.10639 -6.08360 1.32360 0.7 -0.5 -0.1
C 4.18818 -7.04510 1.06247 -0.3 -0.1 -0.6
C 4.04165 -7.68618 -0.32743 0.2 -0.1 -0.1
C 1.77018 -6.70571 1.40104 0.1 0.5 0.4
C 1.52121 -7.50735 2.67895 -0.9 0.1 0.0
H 2.19227 -3.72609 1.66924 -0.1 0.0 0.0
H 2.84461 -3.33215 3.27884 0.4 0.1 -0.3
H 1.57564 -4.40586 3.23240 -0.3 -0.3 -0.5
H 4.45235 -4.87042 2.36596 0.1 -0.1 -0.1
H 3.46685 -5.89481 3.41114 0.1 0.0 0.1
H 5.12653 -6.48758 1.01048 0.0 0.1 0.2
H 4.29472 -7.75131 1.89577 0.0 -0.3 -0.2
H 4.90339 -8.29945 -0.59800 0.1 0.0 0.3
H 3.16709 -8.30922 -0.51116 -0.1 0.0 0.4
H 4.00759 -6.88446 -1.06593 0.0 0.0 -0.1
H 1.58105 -7.27426 0.49446 0.2 -0.2 0.0
H 1.04980 -5.88711 1.34806 -0.1 0.0 0.1
H 0.50885 -7.92169 2.69083 0.1 -0.2 -0.4
H 1.47197 -6.84501 3.54622 0.5 0.0 0.0
H 2.22021 -8.32572 2.83867 0.1 0.1 0.1
C -5.14423 -3.38751 2.15618 0.1 0.0 0.8
C -6.07086 -2.84102 3.26081 -0.3 0.1 -0.5
N -6.59008 -1.48615 3.04139 0.6 0.3 -0.1
C -7.38020 -1.33845 1.82668 -0.9 -0.6 0.0
C -8.66122 -2.17000 1.81505 -0.4 0.5 0.2
C -5.55087 -0.44373 3.03846 -0.4 0.1 0.6
C -4.68535 -0.47065 4.30180 0.2 -0.9 -0.2
H -5.15278 -4.47686 2.20304 0.0 0.0 -0.3
H -4.11985 -3.08763 2.38613 0.1 0.1 -0.3
H -5.40457 -3.03654 1.16174 0.0 -0.2 -0.1
H -6.94522 -3.47682 3.40828 0.1 -0.1 -0.1
H -5.52603 -2.87538 4.20243 -0.1 0.1 0.1
H -6.89433 -1.62622 0.88462 0.6 0.2 0.1
H -7.66519 -0.29137 1.72069 0.1 0.1 0.1
H -9.22534 -1.89700 0.92048 0.1 -0.3 -0.2
H -9.33805 -1.91885 2.63547 0.3 -0.1 0.2
H -8.45897 -3.23972 1.83208 -0.1 0.0 -0.1
H -4.92783 -0.49431 2.13822 0.1 0.0 0.0
H -6.11418 0.49160 2.99169 0.2 0.2 0.0
H -3.95702 0.33580 4.38236 -0.3 0.1 -0.2
H -5.27577 -0.53310 5.21628 -0.2 0.3 -0.1
H -4.08657 -1.38637 4.29168 0.1 0.1 0.0
C -3.68006 -0.46847 -2.09509 -0.1 0.5 -0.2
C -3.75067 -0.71146 -3.60298 0.0 1.2 0.5
N -3.46889 0.51848 -4.36698 -0.5 -0.1 -0.1
C -3.83665 0.24725 -5.75230 0.6 0.3 -0.3
C -3.71919 1.47114 -6.64896 -0.2 0.2 0.4
C -2.11662 1.03265 -4.15290 0.6 -0.9 -0.5
C -1.00950 0.06217 -4.58426 -0.1 -0.8 1.0
H -4.13579 0.49857 -1.87472 0.0 0.1 -0.1
H -2.65228 -0.44516 -1.73198 -0.7 0.0 -0.1
H -4.25473 -1.20829 -1.54086 0.2 -0.2 0.0
H -3.07014 -1.50093 -3.93543 -0.3 -0.4 0.1
H -4.79510 -0.93888 -3.80676 0.1 -0.4 -0.3
H -3.23259 -0.57871 -6.16342 -0.1 -0.1 -0.1
H -4.87974 -0.07049 -5.74924 0.0 -0.1 0.0
H -4.19112 1.28975 -7.61419 0.0 0.0 0.0
H -4.25117 2.27504 -6.13338 0.0 0.1 -0.2
H -2.69775 1.80862 -6.82688 0.1 -0.2 0.0
H -2.03384 1.22347 -3.08395 0.2 0.3 -0.1
H -1.88422 1.93349 -4.71809 -0.7 0.3 0.2
H -1.07560 -0.21118 -5.63622 0.3 0.3 -0.1
H -1.11065 -0.88229 -4.03590 0.0 0.0 -0.1
H -0.02575 0.41576 -4.27516 0.0 0.3 -0.5
C -3.49789 3.16944 3.73258 0.1 0.1 0.4
C -2.00021 3.05694 3.62840 0.0 0.2 -0.6
O -1.39420 3.68585 2.76849 0.3 0.2 -0.1
N -1.39390 2.20431 4.46265 -0.1 -0.2 0.3
C 0.03130 1.92495 4.52347 0.1 0.2 0.0
H -3.90115 2.36289 4.34410 -0.3 0.2 -0.1
H -3.92178 3.16790 2.73147 0.0 -0.2 0.0
H -3.74371 4.13519 4.17708 0.0 0.0 0.1
H -1.96119 1.81154 5.19450 0.0 -0.1 0.0
H 0.41901 2.35215 5.44785 0.3 -0.4 0.0
H 0.58467 2.36750 3.70435 -0.4 0.3 0.0
H 0.21942 0.85982 4.40578 0.0 0.0 0.5
C 1.13202 -5.08586 -1.87999 0.2 0.2 0.6
C 2.31915 -4.16036 -2.03398 -0.5 0.4 -0.4
O 2.36545 -3.31732 -2.92080 0.1 0.0 0.0
N 3.26100 -4.26739 -1.07612 0.4 -0.5 0.7
C 4.44192 -3.44949 -1.08962 0.4 0.6 -1.0
H 0.79583 -5.03906 -0.84261 0.0 -0.2 0.0
H 1.39572 -6.12062 -2.09836 -0.1 0.0 -0.2
H 0.31374 -4.72284 -2.48988 0.1 -0.2 -0.3
H 3.24398 -5.06517 -0.43121 -0.3 0.5 0.0
H 4.85990 -3.20647 -0.11257 -0.3 -0.4 0.2
H 4.20509 -2.50013 -1.57433 -0.1 0.0 0.1
H 5.21982 -3.88577 -1.72650 0.1 -0.1 0.2
C 4.47779 0.08515 2.35499 -0.5 1.2 -0.9
C 3.46800 1.14301 2.78978 -0.5 -0.5 1.7
O 2.76476 0.95028 3.79080 0.4 0.2 -0.7
N 3.38249 2.25865 2.05517 0.9 0.0 -0.6
C 2.58030 3.42243 2.38810 0.5 -0.1 -0.5
H 5.10892 0.50298 1.56495 0.2 -0.2 0.1
H 3.87080 -0.68690 1.88694 0.3 -0.5 0.3
H 5.08920 -0.22953 3.19158 -0.2 -0.3 0.1
H 4.04836 2.31939 1.28014 -0.4 0.3 0.0
H 3.00425 4.25203 1.82139 -0.1 0.1 0.0
H 2.66232 3.68879 3.43893 -0.2 -0.3 0.1
H 1.54977 3.28021 2.06113 -0.2 0.1 0.3
C -3.27239 6.46025 1.04036 0.0 -0.7 -0.9
C -2.07853 6.29990 0.11461 -0.2 0.4 -0.6
O -2.10595 6.77099 -1.01863 0.3 0.0 0.2
N -1.01935 5.64157 0.61830 -0.4 -0.2 0.3
C 0.24906 5.50331 -0.03430 0.3 0.7 -0.4
H -4.10664 6.06773 0.45364 -0.1 0.0 0.2
H -3.47134 7.51903 1.17905 0.1 0.0 0.4
H -3.16129 5.86350 1.94244 -0.1 0.3 0.2
H -1.19806 5.04721 1.41125 0.1 0.0 0.3
H 0.94079 5.13984 0.72227 0.1 -0.2 -0.3
H 0.60624 6.47666 -0.38373 -0.1 0.1 0.2
H 0.25457 4.90251 -0.94470 -0.1 -0.5 0.2
C -1.11855 4.81680 -4.00668 0.2 0.1 -0.6
C 0.36327 4.50676 -4.16026 -0.7 -0.7 0.6
O 0.75861 3.35380 -4.05985 0.2 0.0 -0.1
N 1.19859 5.54312 -4.36386 0.1 -0.1 0.3
C 2.63723 5.39260 -4.49755 0.0 1.3 -0.6
H -1.45947 4.59006 -2.99792 0.1 0.3 0.1
H -1.67418 4.14712 -4.66200 0.1 -0.1 -0.1
H -1.36802 5.83513 -4.30495 0.0 0.0 0.3
H 0.82680 6.47411 -4.30399 0.0 0.0 -0.1
H 2.87714 5.63843 -5.53435 0.4 -0.4 -0.1
H 3.04291 4.43144 -4.21167 -0.4 -0.2 0.0
H 3.12111 6.17848 -3.91425 0.1 -0.1 0.2
C -1.98269 -2.91286 -1.82499 0.7 -0.2 0.0
C -1.66643 -3.60674 -0.51771 -0.9 -0.3 0.8
O -1.76524 -4.81577 -0.33220 0.2 0.0 -0.6
N -1.37615 -2.78181 0.51019 0.0 0.1 -0.1
C -1.06964 -3.24992 1.84052 0.3 0.5 0.3
H -1.80384 -1.83900 -1.76233 0.3 -0.6 0.0
H -3.01565 -3.06154 -2.13427 0.0 -0.2 0.2
H -1.33611 -3.33810 -2.59231 0.0 0.0 -0.1
H -1.26113 -1.77907 0.36263 0.3 -0.1 -0.1
H -0.08476 -2.85899 2.11309 0.0 -0.1 0.2
H -1.04441 -4.33006 1.93982 -0.1 -0.1 -0.4
H -1.79883 -2.85340 2.55290 0.0 -0.1 0.1
```
Positions in Å, forces in eV/Å.